w) This record from the OMol25 dataset describes a cluster of 2 separate species, C3H9NO2 in total. The level of theory is ωB97M-V with the def2-TZVPD basis set.

```
! wB97M-V def2-TZVPD RIJCOSX def2/J DEFGRID3
* xyz 1 2
C 0.421 -1.056 0.722
N 0.201 -1.155 -0.663
C -0.951 -0.650 -1.366
C -2.256 -0.925 -0.597
O 1.366 -1.624 1.197
H -0.306 -0.457 1.265
H 0.809 -1.826 -1.154
H -0.985 -1.160 -2.320
H -0.793 0.416 -1.536
H -3.066 -1.057 -1.321
H -2.559 -0.099 0.033
H -2.230 -1.820 0.025
H 2.930 3.450 2.356
H 4.116 4.193 1.831
O 3.302 3.771 1.527
*
```

* HOMO level (alpha / beta): -13.82 / -13.82 eV
* ⟨S²⟩: 0.77
* LUMO level (alpha / beta): -4.34 / -9.31 eV
* gap between HOMO and LUMO (alpha / beta): 9.48 / 4.51 eV

x) This record from the OMol25 dataset describes a cluster of 2 separate species, C3H9NO2 in total. The level of theory is ωB97M-V with the def2-TZVPD basis set.

```
! wB97M-V def2-TZVPD RIJCOSX def2/J DEFGRID3
* xyz 1 2
C 0.542 1.800 2.394
C 0.383 1.134 1.078
O 1.356 0.898 0.457
N -0.947 0.741 0.729
H 0.773 1.209 3.320
H -0.420 2.458 2.527
H -1.053 0.258 -0.109
H -1.642 0.511 1.455
H 1.434 2.471 2.280
C -0.227 -1.555 -2.172
O -0.189 -2.975 -2.358
H 0.405 -3.207 -3.041
H 0.479 -1.218 -1.439
H 0.333 -1.212 -3.112
H -1.227 -1.314 -2.008
*
```

* HOMO level (alpha / beta): -13.80 / -13.45 eV
* ⟨S²⟩: 0.76
* LUMO level (alpha / beta): -4.60 / -9.89 eV
* gap between HOMO and LUMO (alpha / beta): 9.20 / 3.56 eV

Which structure loses on stability? x) does.

w) This record from the OMol25 dataset describes a structure of composition CH4IN2. The level of theory is ωB97M-V with the def2-TZVPD basis set.

```
! wB97M-V def2-TZVPD RIJCOSX def2/J DEFGRID3
* xyz 1 1
C -0.581 0.969 1.281
N -0.141 -0.083 0.987
N 0.451 -0.759 -0.897
I -0.972 2.836 1.787
H 0.698 -1.034 -1.812
H 0.689 -0.344 -0.007
H 0.081 -1.741 -0.642
H -0.225 0.156 -0.698
*
```

* HOMO level: -15.11 eV
* LUMO level: -4.39 eV
* gap between HOMO and LUMO: 10.72 eV

x) This record from the OMol25 dataset describes the ion CH4IN2 with charge +1. The level of theory is ωB97M-V with the def2-TZVPD basis set.

```
! wB97M-V def2-TZVPD RIJCOSX def2/J DEFGRID3
* xyz 1 1
C -0.012 -0.238 0.091
N -1.323 -0.202 0.043
N 0.994 0.612 -0.023
I 3.005 -0.010 0.029
H 0.220 -1.313 -0.121
H -1.770 -1.058 -0.282
H -1.876 0.620 0.174
H 0.761 1.589 0.090
*
```

* HOMO level: -14.40 eV
* SMILES: N/C=[NH+]/I
* LUMO level: -5.63 eV
* gap between HOMO and LUMO: 8.77 eV

Which structure loses on stability? w) does.

w) This record from the OMol25 dataset describes the molecule C3H3FP2. The level of theory is ωB97M-V with the def2-TZVPD basis set.

```
! wB97M-V def2-TZVPD RIJCOSX def2/J DEFGRID3
* xyz 0 1
C 0.186 2.142 0.109
C 0.797 -0.388 -0.005
C -2.113 0.361 0.490
F -2.968 0.933 -0.196
P 1.557 1.182 -0.135
P -0.897 -0.620 -0.364
H 0.099 3.120 0.275
H 1.236 -1.400 -0.012
H -1.111 -1.744 0.328
*
```

* HOMO level (alpha / beta): -7.91 / -8.43 eV
* SMILES: C#P=C[PH]#CF
* LUMO level (alpha / beta): -1.56 / -1.62 eV
* gap between HOMO and LUMO (alpha / beta): 6.35 / 6.82 eV

x) This record from the OMol25 dataset describes a cluster of 2 separate species, C3H3FP2 in total. The level of theory is ωB97M-V with the def2-TZVPD basis set.

```
! wB97M-V def2-TZVPD RIJCOSX def2/J DEFGRID3
* xyz 0 1
C 1.968 -1.101 0.335
C 2.313 0.026 0.097
C -1.812 0.166 0.075
F 3.270 0.945 0.227
P -2.651 1.338 -1.061
P -0.627 0.747 -1.264
H 1.000 -1.568 0.595
H -1.383 0.393 0.987
H -2.077 -0.946 0.009
*
```

* HOMO level: -8.76 eV
* LUMO level: -1.21 eV
* gap between HOMO and LUMO: 7.55 eV

y) This record from the OMol25 dataset describes the molecule C3H3FP2. The level of theory is ωB97M-V with the def2-TZVPD basis set.

```
! wB97M-V def2-TZVPD RIJCOSX def2/J DEFGRID3
* xyz 0 1
C -1.033 -1.444 0.906
C -2.047 -2.190 1.489
C 0.298 0.922 0.267
F -2.448 -3.208 0.777
P -0.508 0.127 1.564
P -2.641 -2.204 3.177
H -0.659 -1.866 0.085
H 0.144 0.686 -0.830
H 0.917 1.815 0.402
*
```

* HOMO level (alpha / beta): -8.33 / -8.31 eV
* LUMO level (alpha / beta): -1.95 / -2.07 eV
* gap between HOMO and LUMO (alpha / beta): 6.38 / 6.24 eV

Which structure loses on stability? w) does.

w) This record from the OMol25 dataset describes the molecule C16H30N4O3. The level of theory is ωB97M-V with the def2-TZVPD basis set.

```
! wB97M-V def2-TZVPD RIJCOSX def2/J DEFGRID3
* xyz 0 1
C -2.347 -3.221 -0.238
C -2.471 -2.070 -1.228
N -3.249 -0.953 -0.695
C -4.686 -1.024 -0.894
C -5.166 -0.232 -2.102
N -4.621 -0.774 -3.348
C -2.762 0.128 -0.066
O -3.477 1.049 0.304
C -1.260 0.219 0.158
O -0.520 -0.744 0.309
N -0.832 1.486 0.229
C 0.545 1.823 0.490
C 0.873 3.267 0.144
C 2.346 3.581 0.415
C 2.778 3.177 1.819
C 2.452 1.719 2.145
C 3.366 0.781 1.338
O 4.548 1.053 1.180
N 2.819 -0.352 0.852
C 3.551 -1.341 0.080
C 2.560 -2.144 -0.751
C 4.395 -2.234 0.982
C 0.964 1.476 1.912
H -1.755 -4.029 -0.671
H -1.850 -2.897 0.675
H -3.326 -3.628 0.024
H -1.484 -1.737 -1.538
H -2.962 -2.414 -2.137
H -4.985 -2.069 -0.986
H -5.188 -0.635 -0.007
H -6.264 -0.229 -2.105
H -4.850 0.805 -1.991
H -5.040 -1.671 -3.564
H -4.831 -0.163 -4.127
H -1.533 2.211 0.176
H 1.137 1.197 -0.192
H 0.640 3.458 -0.906
H 0.244 3.940 0.741
H 2.972 3.061 -0.316
H 2.525 4.647 0.267
H 3.839 3.374 1.983
H 2.289 3.812 2.568
H 2.734 1.526 3.182
H 1.826 -0.501 0.954
H 4.222 -0.811 -0.600
H 3.082 -2.903 -1.334
H 1.836 -2.662 -0.117
H 2.014 -1.505 -1.445
H 4.924 -2.986 0.393
H 5.139 -1.648 1.520
H 3.770 -2.762 1.706
H 0.392 2.087 2.622
H 0.679 0.458 2.191
*
```

* HOMO level: -9.29 eV
* SMILES: CCN(CCN)C(=O)C(=O)N[C@H]1CCC[C@H](C(=O)NC(C)C)C1
* LUMO level: 0.77 eV
* gap between HOMO and LUMO: 10.06 eV

x) This record from the OMol25 dataset describes the molecule C16H30N4O3. The level of theory is ωB97M-V with the def2-TZVPD basis set.

```
! wB97M-V def2-TZVPD RIJCOSX def2/J DEFGRID3
* xyz 0 1
C -2.735 -3.030 -1.290
C -2.926 -1.556 -1.629
N -3.311 -0.748 -0.468
C -4.732 -0.776 -0.119
C -5.581 0.266 -0.841
N -5.685 -0.022 -2.273
C -2.603 0.293 0.061
O -3.140 1.156 0.724
C -1.043 0.320 0.055
O -0.492 1.286 0.547
N -0.339 -0.761 -0.348
C 1.100 -0.786 -0.132
C 1.666 -2.194 -0.202
C 3.159 -2.146 0.129
C 3.922 -1.192 -0.788
C 3.306 0.211 -0.798
C 3.636 0.952 0.505
O 4.756 0.868 0.989
N 2.670 1.719 1.056
C 2.902 2.469 2.288
C 1.564 2.728 2.961
C 3.658 3.760 2.000
C 1.820 0.119 -1.131
H -2.456 -3.593 -2.181
H -1.973 -3.193 -0.524
H -3.660 -3.459 -0.903
H -2.036 -1.126 -2.084
H -3.714 -1.442 -2.372
H -5.103 -1.778 -0.346
H -4.817 -0.618 0.956
H -6.556 0.311 -0.341
H -5.111 1.238 -0.709
H -6.408 -0.708 -2.455
H -5.932 0.809 -2.792
H -0.800 -1.616 -0.599
H 1.272 -0.405 0.878
H 1.140 -2.853 0.495
H 1.521 -2.596 -1.214
H 3.281 -1.816 1.167
H 3.592 -3.146 0.068
H 4.963 -1.121 -0.475
H 3.906 -1.583 -1.811
H 3.807 0.799 -1.574
H 1.724 1.696 0.703
H 3.525 1.840 2.929
H 1.711 3.276 3.891
H 0.913 3.322 2.315
H 1.045 1.796 3.186
H 3.890 4.282 2.930
H 4.594 3.544 1.486
H 3.053 4.422 1.376
H 1.706 -0.320 -2.128
H 1.348 1.102 -1.165
*
```

* HOMO level: -9.21 eV
* SMILES: CCN(CCN)C(=O)C(=O)N[C@H]1CCC[C@H](C(=O)NC(C)C)C1
* LUMO level: 0.60 eV
* gap between HOMO and LUMO: 9.81 eV

Which structure loses on stability? x) does.

w) This record from the OMol25 dataset describes a cluster of 2 separate species, H2N2O2S in total. The level of theory is ωB97M-V with the def2-TZVPD basis set.

```
! wB97M-V def2-TZVPD RIJCOSX def2/J DEFGRID3
* xyz 0 1
N -0.235 0.912 0.203
N 1.700 -0.356 0.178
O -2.688 0.456 -0.327
O -1.169 -1.477 0.114
S -1.342 -0.059 -0.057
H 2.268 0.480 0.644
H 1.466 0.044 -0.754
*
```

* HOMO level (alpha / beta): -11.78 / -11.36 eV
* LUMO level (alpha / beta): -1.33 / -2.84 eV
* gap between HOMO and LUMO (alpha / beta): 10.45 / 8.51 eV

x) This record from the OMol25 dataset describes the molecule H2N2O2S. The level of theory is ωB97M-V with the def2-TZVPD basis set.

```
! wB97M-V def2-TZVPD RIJCOSX def2/J DEFGRID3
* xyz 0 1
N 0.051 -0.546 0.101
N -2.592 0.245 -0.038
O -2.057 1.306 -0.136
O -3.749 -0.012 -0.026
S -1.543 -1.181 0.173
H 0.273 -0.046 0.964
H 0.210 -0.074 -0.790
*
```

* HOMO level: -10.45 eV
* SMILES: NS[N+](=O)[O-]
* LUMO level: 0.43 eV
* gap between HOMO and LUMO: 10.88 eV

Which structure loses on stability? w) does.

w) This record from the OMol25 dataset describes the molecule CH3N3O2S. The level of theory is ωB97M-V with the def2-TZVPD basis set.

```
! wB97M-V def2-TZVPD RIJCOSX def2/J DEFGRID3
* xyz 0 1
C 0.572 -0.903 -0.354
N -0.561 -0.748 -0.792
N -0.408 1.578 1.158
N 0.547 0.895 1.618
O 1.093 -0.181 0.827
O 1.031 0.901 2.722
S 1.730 -2.126 -0.726
H -1.242 -0.102 -0.406
H -0.733 2.165 1.876
H 1.118 -2.785 -1.749
*
```

* HOMO level: -10.10 eV
* SMILES: [H]/N=C(/S)O/[N+]([O-])=N/[H]
* LUMO level: 0.18 eV
* gap between HOMO and LUMO: 10.28 eV

x) This record from the OMol25 dataset describes the molecule CH3N3O2S. The level of theory is ωB97M-V with the def2-TZVPD basis set.

```
! wB97M-V def2-TZVPD RIJCOSX def2/J DEFGRID3
* xyz 0 1
C -0.983 -0.145 -0.327
N -1.991 -0.434 -1.153
N -1.327 0.299 0.903
N 0.360 -0.292 -0.563
O -3.749 -1.070 0.698
O -3.789 1.204 -0.287
S -3.147 -0.031 -0.050
H -0.912 0.376 1.795
H 0.622 -0.122 -1.537
H 0.887 0.189 0.174
*
```

* HOMO level: -10.00 eV
* LUMO level: 0.36 eV
* gap between HOMO and LUMO: 10.36 eV

y) This record from the OMol25 dataset describes the molecule CH3N3O2S. The level of theory is ωB97M-V with the def2-TZVPD basis set.

```
! wB97M-V def2-TZVPD RIJCOSX def2/J DEFGRID3
* xyz 0 1
C -0.022 0.077 0.515
N 0.848 -0.368 1.521
N 1.919 -0.888 1.226
N 0.676 -0.103 -0.780
O 2.190 -2.237 -1.038
O 3.175 -0.016 -0.977
S 2.175 -0.880 -0.532
H -1.048 -0.444 0.538
H -0.378 1.117 0.641
H 0.017 -0.731 -1.376
*
```

* HOMO level: -10.47 eV
* SMILES: O=S1(=O)N=NCN1
* LUMO level: -0.53 eV
* gap between HOMO and LUMO: 9.94 eV

Which structure loses on stability? w) does.